Entry from the OMol25 dataset: C39H47GeN3OOsP2S as an isolated structure (ωB97M-V with the def2-TZVPD basis set).

Results
LUMO: -0.233 Ha
highest occupied orbital energy: -13.3 eV
molar mass: 930.7 g mol⁻¹
2S+1: 1
relative energy (zero: lowest compared OMol25 entry of this formula, charge and spin): 0.00 kcal per mole
gap between HOMO and LUMO: 6.99 eV
total charge: +2

Last column: Löwdin charge in e.
Atoms and positions in Å:
1 Os 0.7517 -0.3289 0.5197  0.9353
2 O 0.6700 -0.1712 2.4813  -0.3594
3 N 1.7218 0.3692 3.1648  -0.1535
4 C 1.5204 0.5263 4.4961  -0.0008
5 C 2.5181 1.0188 5.2785  -0.0180
6 C 3.7429 1.3565 4.6760  -0.0201
7 C 3.9111 1.1893 3.3281  -0.0543
8 C 2.8695 0.6757 2.5327  -0.6099
9 S 3.0000 0.4186 0.8415  0.7064
10 H 0.5416 0.2300 4.8413  0.1488
11 H 2.3539 1.1396 6.3384  0.1248
12 H 4.5529 1.7473 5.2761  0.1275
13 H 4.8411 1.4388 2.8376  0.1211
14 C -2.4701 -0.6107 -2.5670  -0.1065
15 N -1.4242 -0.3931 -1.5597  -0.4510
16 P 0.2068 -0.0719 -1.8244  0.8906
17 C 0.4760 1.5640 -2.5423  -0.3558
18 C -0.4604 2.1905 -3.3616  -0.0715
19 C -0.1261 3.3606 -4.0291  -0.0602
20 C 1.1411 3.9080 -3.8863  -0.0539
21 C 2.0695 3.3034 -3.0488  -0.0621
22 C 1.7377 2.1379 -2.3735  -0.1243
23 C 0.7412 -1.1956 -3.1323  -0.3280
24 C 0.1109 -2.4363 -3.2614  -0.1033
25 C 0.5196 -3.3258 -4.2394  -0.0495
26 C 1.5693 -2.9938 -5.0870  -0.0462
27 C 2.2051 -1.7683 -4.9577  -0.0487
28 C 1.7921 -0.8674 -3.9869  -0.0592
29 P -1.5409 -0.7558 0.1064  0.8854
30 C -2.3699 -2.3436 0.2730  -0.3376
31 C -1.7069 -3.4197 0.8532  -0.0959
32 C -2.3450 -4.6437 0.9987  -0.0550
33 C -3.6493 -4.7962 0.5551  -0.0436
34 C -4.3237 -3.7230 -0.0178  -0.0460
35 C -3.6940 -2.4980 -0.1504  -0.0834
36 C -2.7546 0.4225 0.7466  -0.3427
37 C -3.0400 1.6050 0.0657  -0.1097
38 C -3.9435 2.5121 0.5988  -0.0773
39 C -4.5455 2.2566 1.8243  -0.0555
40 C -4.2514 1.0877 2.5136  -0.0533
41 C -3.3639 0.1691 1.9744  -0.0747
42 H -2.1091 -0.3103 -3.5469  0.0849
43 H -3.3540 -0.0197 -2.3230  0.0866
44 H -2.7503 -1.6624 -2.6254  0.0791
45 H -1.4498 1.7756 -3.4937  0.0963
46 H -0.8539 3.8381 -4.6713  0.1187
47 H 1.4037 4.8103 -4.4225  0.1187
48 H 3.0552 3.7334 -2.9288  0.1181
49 H 2.4663 1.6698 -1.7201  0.0746
50 H -0.7026 -2.7129 -2.5991  0.0972
51 H 0.0175 -4.2784 -4.3428  0.1166
52 H 1.8871 -3.6905 -5.8509  0.1182
53 H 3.0181 -1.5042 -5.6201  0.1175
54 H 2.2854 0.0931 -3.9141  0.1033
55 H -0.6958 -3.2894 1.2128  0.0469
56 H -1.8286 -5.4739 1.4628  0.1148
57 H -4.1488 -5.7494 0.6648  0.1190
58 H -5.3469 -3.8402 -0.3481  0.1185
59 H -4.2434 -1.6581 -0.5592  0.1117
60 H -2.5708 1.8071 -0.8930  0.0917
61 H -4.1897 3.4160 0.0555  0.1122
62 H -5.2508 2.9648 2.2382  0.1168
63 H -4.7275 0.8826 3.4628  0.1161
64 H -3.1608 -0.7548 2.5034  0.1149
65 C -0.9369 4.7084 -0.4429  -0.0026
66 C -0.0377 4.2509 0.7103  -0.5523
67 C 1.3399 4.9277 0.6375  -0.0098
68 C -0.7092 4.5018 2.0701  -0.0097
69 C 0.1542 2.8006 0.5842  -0.0452
70 N 0.2650 1.6650 0.4880  0.0279
71 H -1.0793 5.7856 -0.3542  0.1083
72 H -1.9144 4.2286 -0.3975  0.0701
73 H -0.4803 4.4958 -1.4086  0.0765
74 H 1.2067 6.0003 0.7750  0.1040
75 H 1.8086 4.7581 -0.3329  0.0834
76 H 2.0045 4.5620 1.4201  0.0940
77 H -0.8894 5.5718 2.1710  0.1045
78 H -0.0697 4.1832 2.8934  0.0943
79 H -1.6634 3.9789 2.1404  0.0848
80 C 4.0207 -2.9776 1.4535  -0.2026
81 Ge 2.0997 -3.2307 1.3517  0.8288
82 C 1.2267 -3.0818 3.0927  -0.2101
83 C 1.6728 -4.9111 0.4651  -0.1896
84 C 1.3947 -2.0257 -0.2685  -0.4917
85 H 4.3635 -3.2537 2.4511  0.0361
86 H 4.3193 -1.9510 1.2529  -0.0199
87 H 4.5051 -3.6312 0.7286  0.0363
88 H 1.9818 -2.8637 3.8487  0.0302
89 H 0.7707 -4.0408 3.3410  0.0355
90 H 0.4620 -2.3102 3.1349  -0.0045
91 H 2.0390 -5.7232 1.0963  0.0439
92 H 2.1753 -4.9695 -0.4995  0.0395
93 H 0.6017 -5.0382 0.3177  0.0114
94 H 0.7028 -2.7012 -0.7714  -0.0158
95 H 2.3602 -2.0401 -0.7866  0.0225

Forces on the atoms, in the same order (eV/Å):
-0.005 -0.225 -0.124
-0.192 0.111 0.296
-0.051 -0.009 -0.070
-0.006 -0.001 -0.004
0.083 0.033 -0.014
-0.075 -0.019 0.054
0.000 -0.014 -0.074
0.042 0.006 0.057
0.193 -0.033 -0.075
-0.001 0.000 -0.005
0.002 0.001 0.004
-0.001 0.002 0.008
0.001 -0.003 0.001
-0.039 0.082 0.042
0.037 -0.103 -0.114
-0.090 0.017 0.101
0.094 0.014 0.073
0.008 -0.021 0.003
-0.031 -0.009 0.008
-0.006 0.031 0.039
0.001 -0.015 0.020
-0.038 0.000 -0.023
0.018 -0.076 0.086
0.001 0.000 0.048
0.006 -0.025 -0.022
-0.006 -0.002 0.014
-0.005 0.014 0.008
-0.007 0.047 -0.025
-0.081 0.018 -0.068
0.013 -0.001 0.009
0.026 -0.011 0.005
0.023 0.009 -0.011
0.000 0.013 -0.018
-0.007 -0.019 -0.005
-0.025 0.011 0.032
0.078 0.037 0.054
0.041 -0.058 -0.081
-0.039 0.019 0.046
0.027 0.010 -0.018
-0.005 -0.019 -0.001
-0.012 0.001 -0.003
0.047 -0.003 -0.039
0.001 0.000 -0.021
-0.011 0.003 0.042
-0.035 -0.042 -0.015
-0.004 -0.001 0.001
-0.003 -0.002 -0.001
0.003 0.001 0.002
0.005 0.008 0.009
0.013 0.020 -0.021
0.003 -0.002 -0.003
0.000 0.002 -0.004
0.004 -0.006 0.000
-0.012 -0.002 0.006
0.007 0.003 0.016
0.001 0.001 0.001
-0.006 0.003 0.005
0.000 -0.003 0.001
0.014 -0.005 0.012
-0.007 -0.001 0.069
-0.002 -0.014 0.001
-0.010 -0.003 -0.006
0.001 0.006 0.005
0.007 -0.008 0.014
-0.047 0.059 -0.021
0.083 -0.012 0.106
-0.012 -0.040 -0.041
-0.014 0.009 -0.015
-0.153 -0.112 -0.074
0.158 0.330 -0.066
0.004 0.001 -0.020
0.029 0.012 0.013
0.029 -0.007 -0.039
-0.012 0.005 -0.008
-0.012 0.000 0.029
0.002 -0.002 0.010
-0.003 -0.003 0.005
0.010 0.000 -0.002
-0.015 0.003 -0.005
0.018 0.047 -0.073
-0.102 0.095 0.160
-0.038 -0.026 -0.002
-0.025 -0.022 0.002
-0.006 0.015 -0.235
-0.014 -0.009 0.009
-0.001 -0.006 0.021
0.009 0.014 -0.011
0.007 0.018 -0.004
0.019 -0.017 -0.013
0.004 -0.060 -0.012
-0.001 -0.007 -0.008
0.001 0.002 -0.005
0.005 -0.018 -0.003
0.071 0.014 -0.026
0.015 -0.054 -0.001